Entry 1:
This record from the OMol25 dataset describes C12H21F6MnN3O12S2 as an isolated structure at a distorted geometry. The level of theory is ωB97M-V/def2-TZVPD.

```
57
Properties=species:S:1:pos:R:3:mulliken_spin:R:1
Mn 1.07755 0.39400 0.71125 4.655
S -1.62096 -1.61894 -0.59029 -0.004
S 3.12963 -0.72905 -1.84400 0.018
F 4.55542 -2.37799 -3.54893 0.001
F 0.07275 -3.62401 -1.29442 0.000
F 2.70263 -3.27783 -2.69628 0.000
F -0.29155 -2.21585 -2.88629 0.000
F -1.72451 -3.71069 -2.33556 0.000
F 4.50081 -2.98128 -1.36691 0.000
O 3.98287 2.10475 1.88241 0.025
O -0.48928 -0.97233 0.02730 -0.021
O 2.86107 1.61446 0.43925 0.081
O -2.50352 -2.32537 0.34162 0.002
O 2.53523 -0.15654 -3.07375 0.002
O -0.77441 1.15500 1.65514 0.051
O 1.95014 1.54764 2.18280 0.064
O 1.36807 -1.49159 1.91671 0.027
O -2.40284 -0.66099 -1.38205 0.001
O 0.41056 1.43066 -0.91719 0.010
O 4.25486 0.07838 -1.46485 0.002
O 2.18594 -0.78923 -0.72766 0.037
N 0.60106 -3.61253 2.49571 0.003
N -2.43570 2.74255 2.00226 0.001
N -0.33951 2.57808 -2.69575 0.004
C 2.83239 2.09665 1.54060 -0.023
C -2.02237 3.61234 0.93812 0.000
C 0.78357 -5.06772 2.57583 0.001
C -0.24024 3.96750 -2.10982 -0.001
C -0.99247 2.47335 -4.02174 0.001
C 1.49010 -2.71358 2.10388 0.016
C -3.61863 3.24477 2.89630 0.001
C -0.00348 1.45845 -2.09163 0.016
C 3.77349 -2.45649 -2.44226 0.008
C -1.71904 1.64166 2.31835 0.010
C -0.82111 -3.16969 2.76244 -0.001
C -0.88508 -2.88591 -1.86525 0.004
H -3.98431 2.40442 3.48638 0.000
H -1.09048 -2.11680 2.84582 0.000
H 0.52104 4.04632 -1.33372 0.001
H -1.86483 4.65877 1.19939 0.000
H 0.20456 4.61906 -2.86197 0.000
H -0.72728 3.23044 -4.75971 0.000
H 0.41080 -5.57857 3.46361 0.000
H -1.11462 -3.53182 3.74774 0.000
H -2.71113 3.66824 0.09515 0.000
H -1.23136 4.26816 -1.77015 0.001
H -2.07987 2.50207 -3.95199 0.000
H -4.45823 3.43358 2.22733 0.000
H -0.71808 1.56608 -4.55994 0.000
H -1.02061 3.33174 0.61282 0.002
H 1.85186 -5.25060 2.45996 0.000
H -0.12353 0.57494 -2.73755 0.001
H -1.54983 -3.58327 2.06528 0.000
H 0.43241 -5.62775 1.70914 0.000
H 2.44896 -3.24436 1.99870 0.001
H -2.07476 1.16030 3.24246 0.001
H -3.30412 4.16641 3.38594 0.000
```

Summary:
- LUMO level (alpha / beta): 4.14 / 4.13 eV
- Orbital gap (alpha / beta): 2.7 / 2.9 eV
- Spin multiplicity: 6
- Electronic energy: -111118.5194 eV
- E_HOMO (alpha / beta): 0.05441 / 0.04535 Ha
- Charge: -2
- Molar mass: 632.37 g mol⁻¹

---

Entry 2:
This record from the OMol25 dataset describes C12H21F6MnN3O12S2 as an isolated structure at a distorted geometry. The level of theory is ωB97M-V/def2-TZVPD.

```
57
Properties=species:S:1:pos:R:3:mulliken_spin:R:1
Mn 0.54538 0.59567 -1.24459 4.721
S -2.45738 0.48710 -2.80672 0.004
S 0.98462 -2.19393 -3.30713 0.018
F 2.78566 -4.09819 -3.92432 0.000
F -4.16192 1.00864 -0.81190 0.000
F -5.15624 0.66148 -2.70897 0.001
F 3.35845 -2.73153 -2.32073 0.000
F 3.45609 -2.06262 -4.35706 0.000
F -4.34142 -1.02687 -1.58503 0.000
O -2.47232 1.80870 -3.38250 0.001
O -0.35400 -1.24006 0.06956 0.003
O -0.30834 1.83579 0.25217 0.039
O 2.07213 -0.17557 0.05209 0.014
O 0.53917 -1.85626 -4.65159 0.002
O 1.08893 -1.03445 -2.40850 0.035
O 0.42895 1.83463 -2.95709 0.072
O -1.51544 0.35907 -1.69199 -0.015
O -2.42106 -0.56274 -3.82487 0.001
O 1.23620 3.83485 -3.07251 0.010
O 1.91857 2.15862 -1.56756 0.053
O 0.26916 -3.27292 -2.64037 0.003
N 3.55745 -0.69070 1.69569 0.001
N -2.49609 -1.76564 0.72184 0.004
N -0.30821 3.10280 2.11394 0.004
C -3.48555 -2.85711 0.65403 0.000
C 3.81740 -2.04137 1.20959 0.001
C -1.30135 -1.98884 0.12553 0.007
C -0.23978 2.93286 0.75241 0.015
C -0.42038 4.42754 2.68971 0.000
C 1.39333 2.65125 -2.63098 -0.018
C -0.58517 1.99495 2.97929 0.001
C -2.99950 -0.57109 1.34720 -0.004
C 2.69802 0.10883 1.04915 0.012
C 4.21830 -0.31883 2.92156 0.000
C 2.75768 -2.81963 -3.51197 0.005
C -4.14454 0.24904 -1.91215 0.007
H -0.54517 4.41926 3.77092 0.000
H -1.21623 -2.96988 -0.36619 -0.002
H -4.33965 -2.60720 0.01952 0.000
H -1.66137 1.81427 3.12388 0.000
H 0.44357 5.06447 2.48618 0.000
H 3.61060 -2.84200 1.92151 0.000
H -3.91251 -0.27528 0.82432 0.001
H -0.16837 3.86636 0.18269 0.002
H -0.28637 1.06642 2.48907 0.001
H -3.34228 -0.84882 2.35212 0.000
H 5.27025 -0.57062 2.72060 0.000
H -3.85476 -3.00791 1.67073 0.000
H -1.28542 4.96407 2.28732 0.000
H 2.57772 1.10519 1.50101 -0.001
H 4.86442 -2.20216 0.93553 0.000
H -3.06777 -3.76113 0.21914 0.000
H -0.22100 2.08575 4.00260 0.000
H 4.35532 0.74728 3.09404 0.000
H -2.31473 0.26787 1.40764 0.004
H 3.90520 -0.95496 3.75018 0.000
H 3.23176 -2.10444 0.29193 0.000
```

Summary:
- LUMO level (alpha / beta): 3.86 / 3.85 eV
- Orbital gap (alpha / beta): 3.3 / 3.9 eV
- Spin multiplicity: 6
- Electronic energy: -111122.7191 eV
- E_HOMO (alpha / beta): 0.01962 / -0.00057 Ha
- Charge: -2
- Molar mass: 632.37 g mol⁻¹

---

Entry 3:
This record from the OMol25 dataset describes C12H21F9N3O3PSSi2 as an isolated structure at a distorted geometry. The level of theory is ωB97M-V/def2-TZVPD.

```
52
Properties=species:S:1:pos:R:3:lowdin_charge:R:1
S 4.30402 0.57044 -2.69536 0.758
P 0.46805 0.88293 4.49380 0.363
Si 0.34903 0.34493 2.32591 0.503
Si -1.63983 -0.08506 0.40402 0.453
F 5.00873 0.43637 -0.18136 0.118
F 4.57311 -1.47388 -1.03550 0.150
F 2.22485 1.10205 -0.45402 0.094
F 4.46442 1.24708 -4.10330 -0.107
F 5.87879 0.64763 -2.50388 -0.128
F 4.15583 2.00163 -2.06639 -0.112
F 1.94477 -1.06030 -0.86001 0.115
F 4.50655 -0.84593 -3.38001 -0.131
F 2.75553 0.44800 -2.95491 -0.117
O -1.22892 -0.16489 2.01805 -0.341
O -0.97041 1.07698 5.15758 -0.167
O 1.21509 -0.20003 5.39011 -0.175
N -2.18234 -1.61609 -0.24031 -0.087
N 1.26309 2.23501 4.54661 -0.194
N -4.83147 3.19081 -0.61822 0.077
C 2.90181 -0.42827 1.18989 -0.130
C -1.30718 -2.46310 -2.42246 -0.251
C -3.53741 3.35620 -0.81617 -0.162
C 4.14972 -0.21711 -0.98285 -0.453
C 1.62820 -0.97150 1.84354 -0.238
C -5.17460 2.03476 -0.05804 -0.143
C -2.08847 -3.73318 -2.76057 -0.119
C -2.23513 -1.45576 -1.72881 -0.295
C -2.54875 2.45615 -0.53321 -0.083
C -4.24494 1.08632 0.25164 -0.099
C -2.90321 1.24615 0.02635 -0.245
C 2.75000 -0.13137 -0.32101 -0.494
H -3.25040 -1.60625 -2.08722 0.113
H -0.88575 -2.02493 -3.32658 0.102
H -1.40637 1.79172 4.67916 0.076
H -4.59457 0.15372 0.68282 0.104
H -0.42476 0.26573 -0.35341 0.036
H 2.15361 0.02004 5.38506 0.074
H 1.52199 2.54345 3.61464 -0.058
H -2.92430 -3.55815 -3.43575 0.069
H -6.22062 1.83958 0.13408 0.108
H -3.23356 4.30400 -1.25232 0.109
H 3.69801 -1.16756 1.26591 0.125
H -1.44709 -4.50913 -3.17536 0.067
H -1.51572 2.68424 -0.74412 0.102
H 0.56831 1.54551 1.49766 0.011
H -0.50342 -2.74857 -1.74828 0.097
H 1.94110 -1.39354 2.80230 0.072
H -1.90715 -0.46064 -2.05061 0.083
H 3.27010 0.46958 1.67873 0.126
H -3.15400 -1.73704 0.03241 0.065
H 1.16149 -1.79049 1.30157 0.087
H -2.49582 -4.13821 -1.83180 0.072
```

Summary:
- LUMO level: 0.34 eV
- Orbital gap: 9.8 eV
- Spin multiplicity: 1
- Electronic energy: -83736.7148 eV
- E_HOMO: -0.34668 Ha
- Charge: 0
- Molar mass: 545.51 g mol⁻¹

---

Entry 4:
This record from the OMol25 dataset describes C12H21INOPdSb as an isolated structure at a distorted geometry. The level of theory is ωB97M-V/def2-TZVPD.

```
38
Properties=species:S:1:pos:R:3:lowdin_charge:R:1
I 1.85302 -3.45802 -1.78433 0.748
Sb 0.91912 1.67878 -1.52713 1.287
Pd 0.90332 -0.86832 -0.67243 0.398
O 1.25762 -1.61032 1.73447 -0.013
N 0.14032 0.23338 2.30587 0.186
C 2.39362 1.73188 0.08227 -0.339
C 1.14832 3.82528 -1.87733 -0.315
C 2.82112 -1.64362 -1.13003 -0.735
C -0.81228 2.12468 -0.27863 -0.337
C -1.11428 -1.22752 -1.12643 -0.313
C -3.23508 -1.02742 -2.23393 -0.111
C 0.80502 -1.31132 4.06377 0.009
C -1.65718 -2.15842 -0.24963 -0.167
C 0.75472 -0.92052 2.60887 -0.581
C -3.78618 -1.92612 -1.33633 -0.117
C -1.89658 -0.67442 -2.13033 -0.174
C -3.00498 -2.48042 -0.33743 -0.111
H -0.37198 0.77608 2.97587 0.111
H 1.84152 -1.49642 4.33987 0.090
H 0.38032 -0.54892 4.70937 0.074
H -1.40498 1.23498 -0.05963 -0.015
H -1.03328 -2.64302 0.50287 0.077
H 1.08522 4.35348 -0.93173 0.010
H -3.84538 -0.59452 -3.01563 0.095
H 2.12292 2.45238 0.85077 0.004
H 0.33392 4.13558 -2.51963 -0.006
H -4.83018 -2.20232 -1.41213 0.094
H 3.35542 2.01928 -0.33423 0.002
H 2.49872 0.73258 0.52067 -0.035
H 0.25242 -2.24232 4.18577 0.092
H 3.43742 -1.86452 -0.25983 -0.048
H -0.46418 2.58848 0.64497 0.000
H 2.08322 4.05128 -2.37393 -0.004
H 3.36202 -1.21532 -1.97163 -0.054
H -1.49368 0.04848 -2.83783 0.063
H -3.43678 -3.17832 0.36617 0.094
H 0.07732 0.47108 1.31467 0.040
H -1.43958 2.83428 -0.80593 0.001
```

Summary:
- LUMO level (alpha / beta): -1.16 / -1.16 eV
- Orbital gap (alpha / beta): 5.9 / 5.9 eV
- Spin multiplicity: 1
- Electronic energy: -34437.0578 eV
- E_HOMO (alpha / beta): -0.25989 / -0.25989 Ha
- Charge: 0
- Molar mass: 550.39 g mol⁻¹

---

Entry 5:
This record from the OMol25 dataset describes C12H21InNO3 as an isolated structure at a distorted geometry. The level of theory is ωB97M-V/def2-TZVPD.

```
38
Properties=species:S:1:pos:R:3:lowdin_charge:R:1
In 1.80077 -0.99243 2.25961 0.231
O 4.23336 2.30206 -2.05084 0.065
O 3.02445 0.70151 -1.06147 0.036
O 4.74162 1.68391 0.05451 0.160
N -3.18952 -0.46369 1.80117 -0.118
C -1.83276 -1.01382 1.70761 -0.171
C 2.34076 1.06058 -2.26085 -0.109
C 4.06465 1.56433 -0.90465 -0.547
C 0.80292 -1.31943 0.24075 -0.361
C -4.14084 -0.82070 2.70780 -0.104
C -5.26969 -0.05848 2.46562 -0.126
C -3.67430 0.51103 0.99023 -0.112
C 2.94825 2.76395 -4.05621 -0.031
C -4.97729 0.78808 1.37550 -0.121
C -0.28233 -2.40679 0.17060 -0.324
C 3.42602 1.71922 -3.07846 -0.348
C -1.70885 -1.99152 0.55468 -0.199
H 4.03282 0.96584 -3.59158 0.155
H 2.24658 2.32806 -4.76817 0.086
H 1.92649 0.17228 -2.73234 0.137
H 1.63004 -1.59832 -0.40812 0.004
H 0.40944 -0.34613 -0.06196 0.012
H -2.22876 -1.62761 -0.33088 0.103
H 2.45832 3.58332 -3.52917 0.089
H 2.28460 -2.54872 2.99162 -0.167
H -1.62075 -1.53341 2.63527 0.111
H -6.19535 -0.07796 3.01234 0.076
H -0.35039 -2.75235 -0.86684 0.083
H -5.62939 1.52469 0.94417 0.075
H 3.78706 3.18589 -4.61032 0.081
H 3.18592 0.09186 2.11322 -0.147
H -3.10588 0.95531 0.19640 0.112
H 1.52823 1.74688 -2.00695 0.141
H -1.14044 -0.18515 1.64314 0.075
H 0.64146 -0.18713 3.38007 -0.144
H -2.23889 -2.89829 0.85610 0.105
H -3.97799 -1.56021 3.46675 0.108
H 0.04966 -3.26663 0.75165 0.083
```

Summary:
- LUMO level: 2.60 eV
- Orbital gap: 6.9 eV
- Spin multiplicity: 1
- Electronic energy: -25589.6465 eV
- E_HOMO: -0.15914 Ha
- Charge: -1
- Molar mass: 342.12 g mol⁻¹

---

Energy above the lowest of the compared OMol25 structures with the same formula, charge and spin per entry: 405.2 0.0 0.0 218.7 69.0 kJ/mol